Entry 1:
Computed, not measured: C8H24AlB3O4 as an isolated structure at a distorted geometry, with ωB97M-V/def2-TZVPD.

Properties
ΔE to the lowest compared entry with this formula, charge and spin: 8.7324 eV
orbital gap: 1.8 eV
DFT total energy: -25480.1950 eV

Last column: Löwdin charge in e.
Atoms and positions in Å:
Al (0.277, -0.041, -0.772)  0.975
O (-0.037, 1.571, -8.909)  0.026
O (-0.439, 0.809, -6.831)  0.064
O (1.902, 0.201, 5.048)  0.081
O (3.054, -0.812, 6.582)  0.051
C (-0.579, 1.467, -10.264)  -0.165
C (2.040, 0.019, 8.590)  -0.144
C (2.215, 0.068, 6.225)  -0.547
C (-1.988, 1.120, -10.061)  -0.172
C (1.533, 0.726, 7.392)  -0.096
C (2.896, -1.152, 7.976)  -0.090
C (-2.040, 0.298, -8.733)  -0.035
C (-0.796, 0.959, -8.002)  -0.454
B (-0.983, 4.500, 0.419)  -0.267
B (1.368, -4.688, 0.997)  -0.187
B (-2.481, -1.874, 2.908)  -0.195
H (2.490, -2.154, 7.837)  0.133
H (-0.325, 2.391, -10.784)  0.133
H (-1.982, 4.144, 0.618)  -0.008
H (0.448, 0.651, 7.324)  0.133
H (2.127, -3.976, 0.710)  -0.018
H (3.906, -1.065, 8.376)  0.121
H (-2.927, 0.553, -8.155)  0.113
H (-2.625, -2.377, 1.965)  -0.006
H (-1.532, -2.158, 3.338)  -0.027
H (0.414, -4.261, 0.730)  -0.023
H (1.441, -5.672, 0.560)  -0.018
H (1.394, -4.730, 2.075)  -0.016
H (-0.721, 4.241, -0.596)  -0.080
H (-0.352, 4.004, 1.140)  -0.046
H (-2.529, 2.037, -9.829)  0.125
H (-3.344, -2.064, 3.527)  -0.032
H (2.784, 0.614, 9.120)  0.111
H (-2.504, -0.819, 2.682)  -0.004
H (-0.093, 0.657, -10.807)  0.126
H (1.788, 1.782, 7.483)  0.131
H (1.256, -0.339, 9.259)  0.117
H (-0.982, 5.566, 0.583)  -0.049
H (-2.195, 0.586, -10.988)  0.121
H (-1.879, -0.780, -8.733)  0.120

***

Entry 2:
Computed, not measured: C8H24AlO4 as an isolated structure at a distorted geometry, with ωB97M-V/def2-TZVPD.

Properties
charge: +3
ΔE to the lowest compared entry with this formula, charge and spin: 0.5763 eV
orbital gap: 1.7 eV
DFT total energy: -23433.5604 eV

Last column: Löwdin charge in e.
Atoms and positions in Å:
Al (-1.998, 2.064, -0.364)  0.990
O (0.423, -2.123, -0.401)  0.044
O (2.570, 2.579, 0.999)  0.043
O (-1.156, 0.494, -5.008)  0.060
O (-2.407, 0.820, 4.175)  0.045
C (3.001, 2.861, 2.346)  -0.221
C (1.575, -2.960, -0.549)  -0.239
C (-1.759, -0.584, -5.671)  -0.225
C (-4.040, -0.529, 5.437)  -0.036
C (3.252, 4.300, 2.583)  -0.048
C (-0.838, -0.823, -6.833)  -0.054
C (1.755, -3.365, -1.990)  -0.011
C (-2.608, -0.286, 5.081)  -0.235
H (0.235, -0.869, -6.648)  0.103
H (2.744, -3.824, -1.956)  0.114
H (4.008, 2.474, 2.502)  0.163
H (0.947, -4.060, -2.218)  0.099
H (3.998, 4.774, 1.945)  0.108
H (-2.004, -0.290, 5.988)  0.138
H (-4.385, 0.267, 6.097)  0.106
H (-1.153, -1.716, -7.374)  0.114
H (2.505, 5.081, 2.441)  0.106
H (-0.339, -2.701, -0.325)  0.115
H (3.656, 4.437, 3.586)  0.111
H (-4.083, -1.402, 6.089)  0.106
H (-0.672, 0.961, -5.693)  0.110
H (-4.726, -0.701, 4.607)  0.098
H (2.430, -2.336, -0.288)  0.135
H (1.714, -2.475, -2.618)  0.093
H (-0.766, -0.010, -7.555)  0.107
H (2.403, 2.289, 3.055)  0.136
H (1.496, -3.776, 0.169)  0.144
H (-2.292, -1.191, 4.562)  0.142
H (-1.893, -1.509, -5.110)  0.143
H (-2.724, -0.352, -6.122)  0.167
H (-2.094, 1.572, 4.684)  0.114
H (3.225, 2.907, 0.378)  0.116

***

Entry 3:
Computed, not measured: C8H24BHgNOP2 as an isolated structure at a distorted geometry, with ωB97M-V/def2-TZVPD.

Properties
ΔE to the lowest compared entry with this formula, charge and spin: 5.4152 eV
orbital gap: 6.2 eV
DFT total energy: -35639.8553 eV

Last column: Löwdin charge in e.
Atoms and positions in Å:
Hg (0.082, 0.003, -0.550)  0.505
P (-0.022, 2.338, -0.779)  0.635
P (-0.019, -2.334, -0.802)  0.632
O (2.439, -0.005, 1.518)  0.127
N (0.047, 0.001, 1.758)  -0.171
C (1.389, 3.300, -0.109)  -0.275
C (0.009, 2.742, -2.567)  -0.287
C (-1.562, -3.233, -0.367)  -0.266
C (1.535, -0.002, 0.824)  -0.424
C (-0.009, 0.000, 2.916)  -0.091
C (0.188, -2.724, -2.581)  -0.286
C (1.287, -3.340, 0.002)  -0.273
C (-1.485, 3.273, -0.176)  -0.264
B (0.000, 0.000, 4.471)  -0.383
H (-1.533, 3.214, 0.922)  0.046
H (0.922, 2.321, -3.013)  0.042
H (-1.032, 0.492, 0.632)  0.051
H (1.219, -4.403, -0.299)  0.047
H (-1.295, -0.003, -1.505)  -0.107
H (-2.399, 2.820, -0.592)  0.044
H (-0.978, -0.565, 4.890)  0.003
H (-0.608, -2.222, -3.152)  0.034
H (1.406, 3.212, 0.989)  0.048
H (-1.433, 4.337, -0.480)  0.051
H (-0.012, 3.837, -2.724)  0.048
H (-1.022, -0.566, 0.625)  0.050
H (-0.860, 2.276, -3.054)  0.032
H (0.978, -0.564, 4.890)  0.011
H (1.158, -2.333, -2.923)  0.042
H (2.327, 2.878, -0.501)  0.045
H (2.273, -2.941, -0.282)  0.044
H (1.318, 4.368, -0.391)  0.047
H (-1.723, -3.183, 0.722)  0.046
H (1.189, -3.263, 1.096)  0.048
H (-2.414, -2.750, -0.870)  0.042
H (-1.505, -4.295, -0.676)  0.051
H (0.143, -3.815, -2.753)  0.048
H (0.000, 1.129, 4.890)  0.008

***

Entry 4:
Computed, not measured: C8H24ClI2OP2Tb as an isolated structure at a distorted geometry, with ωB97M-V/def2-TZVPD.

Properties
charge: +2
ΔE to the lowest compared entry with this formula, charge and spin: 3.2431 eV
expectation value of S²: 12.72
orbital gap (alpha / beta): 5.9 / 6.5 eV
DFT total energy: -80453.3551 eV
spin multiplicity: 7

Last column: Löwdin charge in e.
Atoms and positions in Å:
Tb (1.618, 0.548, -0.812)  1.173
I (-1.619, -2.791, 1.353)  0.494
I (-2.638, -2.713, -0.989)  0.497
Cl (3.935, 1.231, -1.065)  -0.062
P (1.504, -2.295, -1.014)  0.594
P (0.696, 2.785, 0.455)  0.634
O (-2.281, 0.754, 0.831)  -0.177
C (3.114, -2.822, -0.349)  -0.269
C (1.803, 3.582, 1.635)  -0.256
C (1.700, -2.339, -2.835)  -0.267
C (0.835, -3.948, -0.820)  -0.378
C (-0.890, 3.040, 1.361)  -0.243
C (-4.096, -0.805, 1.566)  -0.185
C (-3.469, 0.098, 0.498)  -0.403
C (0.444, 4.027, -0.850)  -0.256
H (3.340, -3.748, -0.894)  0.067
H (3.933, -2.092, -0.447)  0.045
H (-5.205, -0.795, 1.534)  0.097
H (2.846, 3.400, 1.342)  0.044
H (0.827, -4.226, 0.261)  0.031
H (-3.772, -1.907, 1.516)  -0.112
H (-1.689, 2.573, 0.773)  0.027
H (-1.071, 4.106, 1.509)  0.078
H (1.438, -4.729, -1.376)  0.097
H (1.280, 4.007, -1.556)  0.048
H (-3.723, -0.567, 2.559)  0.076
H (-3.250, -0.456, -0.454)  -0.056
H (1.597, 4.665, 1.649)  0.079
H (-0.201, -3.955, -1.173)  -0.075
H (2.947, -3.054, 0.706)  0.063
H (2.014, -3.368, -3.047)  0.067
H (-1.624, 0.174, 1.235)  0.019
H (1.625, 3.166, 2.636)  0.067
H (0.381, 5.015, -0.362)  0.078
H (-0.828, 2.502, 2.318)  0.065
H (0.720, -2.149, -3.296)  0.058
H (-4.180, 0.883, 0.203)  0.129
H (2.433, -1.620, -3.220)  0.049
H (-0.493, 3.821, -1.385)  0.066

***

Entry 5:
Computed, not measured: C8H24CsN2O2 as an isolated structure at a distorted geometry, with ωB97M-V/def2-TZVPD.

Properties
charge: +3
orbital gap: 9.2 eV
DFT total energy: -16282.9119 eV

Last column: Löwdin charge in e.
Atoms and positions in Å:
Cs (1.252, 0.715, -0.268)  0.962
O (-0.394, 3.578, 4.196)  -0.201
O (-1.235, -3.564, -5.107)  -0.188
N (-1.209, 1.916, 6.618)  0.243
N (0.374, -1.663, -6.481)  0.229
C (-0.175, 3.997, 5.577)  -0.156
C (-1.353, 4.470, 3.576)  -0.083
C (0.068, 2.778, 6.495)  -0.241
C (0.219, -3.648, -4.965)  -0.130
C (1.272, 1.866, 6.044)  -0.019
C (-1.878, -3.964, -3.930)  -0.108
C (0.814, -3.115, -6.314)  -0.242
C (2.398, -3.155, -6.395)  -0.020
H (-1.121, 1.219, 7.343)  0.173
H (-1.855, 2.650, 6.873)  0.163
H (-2.367, 4.369, 3.962)  0.095
H (-0.933, 4.692, 5.941)  0.131
H (2.665, -2.824, -7.399)  0.089
H (0.457, -4.665, -4.653)  0.147
H (0.991, -1.000, -6.033)  0.160
H (1.103, 1.446, 5.052)  0.074
H (0.247, 3.047, 7.536)  0.158
H (-1.475, -3.514, -3.023)  0.080
H (-2.936, -3.702, -3.937)  0.105
H (0.470, -3.594, -7.230)  0.159
H (1.422, 0.980, 6.661)  0.088
H (-0.540, -1.585, -6.060)  0.153
H (0.373, -1.287, -7.419)  0.178
H (-1.577, 1.511, 5.769)  0.166
H (2.178, 2.472, 6.043)  0.100
H (2.775, -4.178, -6.392)  0.098
H (2.964, -2.623, -5.630)  0.084
H (-0.964, 5.485, 3.492)  0.104
H (0.623, -2.957, -4.225)  0.119
H (-1.752, -5.032, -3.750)  0.102
H (0.661, 4.690, 5.487)  0.145
H (-1.561, 4.189, 2.544)  0.082

***

Entry 6:
Computed, not measured: C8H24CuN2O10S4 as an isolated structure at a distorted geometry, with ωB97M-V/def2-TZVPD.

Properties
charge: -1
expectation value of S²: 2.00
orbital gap (alpha / beta): 2.1 / 7.3 eV
DFT total energy: -120108.1336 eV
spin multiplicity: 3

Last column: Löwdin charge in e.
Atoms and positions in Å:
Cu (1.147, 0.072, -0.323)  0.694
S (-0.762, 2.949, 0.673)  0.770
S (0.147, -0.428, 3.105)  0.842
S (1.322, -3.688, -0.736)  0.902
S (-2.385, -0.190, -1.378)  0.789
O (-0.909, -0.409, -0.953)  -0.583
O (2.800, 1.286, 1.025)  -0.029
O (2.224, 1.206, -4.099)  0.001
O (1.076, -2.177, -0.601)  -0.595
O (4.826, 0.560, 1.192)  0.008
O (1.598, -0.380, -2.765)  -0.055
O (3.203, -0.569, 0.356)  -0.052
O (0.540, -0.294, 1.628)  -0.584
O (-0.079, 1.772, -0.066)  -0.630
O (1.734, 1.495, -2.029)  -0.029
N (1.890, 0.794, -2.991)  -0.626
N (3.641, 0.444, 0.889)  -0.630
C (-1.683, -0.127, 3.269)  -0.311
C (0.577, 1.072, 4.109)  -0.244
C (0.608, -4.013, -2.416)  -0.235
C (3.077, -3.867, -1.207)  -0.259
C (-1.970, 3.546, -0.630)  -0.236
C (-3.028, -1.773, -1.881)  -0.273
C (0.558, 4.270, 0.438)  -0.224
C (-3.464, 0.067, 0.151)  -0.284
H (3.684, -3.592, -0.344)  0.050
H (-3.090, -2.284, -0.920)  0.043
H (1.590, 0.920, 4.481)  0.042
H (0.817, 4.424, -0.610)  0.058
H (-3.037, 0.838, 0.792)  -0.005
H (0.874, -3.166, -3.049)  0.055
H (-2.046, 0.845, 2.934)  0.013
H (-4.531, 0.252, 0.028)  0.017
H (-3.479, -0.775, 0.844)  0.009
H (1.465, 3.813, 0.833)  0.039
H (-2.277, 4.558, -0.365)  0.039
H (3.393, -3.264, -2.058)  0.066
H (0.409, 5.228, 0.937)  0.042
H (-2.842, 2.894, -0.675)  0.022
H (-3.933, -1.628, -2.472)  0.051
H (-1.402, 3.634, -1.557)  0.057
H (0.484, 1.977, 3.509)  0.045
H (1.011, -4.950, -2.801)  0.042
H (-2.008, -0.290, 4.297)  0.023
H (-2.289, -2.269, -2.510)  0.041
H (-0.480, -4.030, -2.354)  0.030
H (3.316, -4.892, -1.490)  0.041
H (-0.106, 1.117, 4.957)  0.040
H (-2.209, -0.976, 2.833)  0.014

***

DFT total energy of number 2 (C8H24AlO4)?
-23433.5604 eV

***

Repeat the second record exactly.
Computed, not measured: C8H24AlO4 as an isolated structure at a distorted geometry, with ωB97M-V/def2-TZVPD.

Properties
charge: +3
ΔE to the lowest compared entry with this formula, charge and spin: 0.5763 eV
orbital gap: 1.7 eV
DFT total energy: -23433.5604 eV

Last column: Löwdin charge in e.
Atoms and positions in Å:
Al (-1.998, 2.064, -0.364)  0.990
O (0.423, -2.123, -0.401)  0.044
O (2.570, 2.579, 0.999)  0.043
O (-1.156, 0.494, -5.008)  0.060
O (-2.407, 0.820, 4.175)  0.045
C (3.001, 2.861, 2.346)  -0.221
C (1.575, -2.960, -0.549)  -0.239
C (-1.759, -0.584, -5.671)  -0.225
C (-4.040, -0.529, 5.437)  -0.036
C (3.252, 4.300, 2.583)  -0.048
C (-0.838, -0.823, -6.833)  -0.054
C (1.755, -3.365, -1.990)  -0.011
C (-2.608, -0.286, 5.081)  -0.235
H (0.235, -0.869, -6.648)  0.103
H (2.744, -3.824, -1.956)  0.114
H (4.008, 2.474, 2.502)  0.163
H (0.947, -4.060, -2.218)  0.099
H (3.998, 4.774, 1.945)  0.108
H (-2.004, -0.290, 5.988)  0.138
H (-4.385, 0.267, 6.097)  0.106
H (-1.153, -1.716, -7.374)  0.114
H (2.505, 5.081, 2.441)  0.106
H (-0.339, -2.701, -0.325)  0.115
H (3.656, 4.437, 3.586)  0.111
H (-4.083, -1.402, 6.089)  0.106
H (-0.672, 0.961, -5.693)  0.110
H (-4.726, -0.701, 4.607)  0.098
H (2.430, -2.336, -0.288)  0.135
H (1.714, -2.475, -2.618)  0.093
H (-0.766, -0.010, -7.555)  0.107
H (2.403, 2.289, 3.055)  0.136
H (1.496, -3.776, 0.169)  0.144
H (-2.292, -1.191, 4.562)  0.142
H (-1.893, -1.509, -5.110)  0.143
H (-2.724, -0.352, -6.122)  0.167
H (-2.094, 1.572, 4.684)  0.114
H (3.225, 2.907, 0.378)  0.116

***

Which of these has the lowest DFT total energy?
C8H24CuN2O10S4

***

Number 3 is which compound?
C8H24BHgNOP2